No. 1
A molecular structure, C55H46BiBrN3O4Se, computed with wB97M-V/def2-TZVPD.

Geometry as XYZ:
```
111
Properties=species:S:1:pos:R:3:forces:R:3
Bi 0.2645 0.3717 0.9637 0.068 -0.015 -0.199
O -2.9532 0.0697 4.5279 0.053 0.030 -0.035
C -3.8140 -0.7900 3.9635 -0.024 -0.026 -0.023
C -5.0348 -1.0319 4.5946 0.011 0.005 0.001
C -5.9540 -1.9037 4.0356 -0.004 -0.005 -0.010
C -5.6822 -2.5415 2.8319 -0.011 -0.008 0.010
C -4.4694 -2.2926 2.2038 0.007 0.008 -0.002
C -3.5241 -1.4409 2.7546 -0.003 0.019 -0.006
C -2.1932 -1.2289 2.0594 0.034 0.018 0.029
O -1.5564 -0.0756 2.3998 -0.067 -0.005 0.047
N -1.3301 -2.3946 2.4494 0.002 -0.006 0.021
N -0.0306 -2.2715 2.2793 0.010 0.010 -0.028
C 0.7572 -3.2719 2.4172 -0.035 0.006 0.004
C 2.2036 -3.1117 2.4025 0.074 -0.007 0.008
Br 2.8564 -1.3563 2.7286 -0.019 -0.010 -0.008
C 3.0976 -4.0954 2.2617 -0.009 0.008 0.001
C 2.7809 -5.4847 1.8879 -0.003 0.011 -0.001
C 3.5046 -6.5354 2.4561 -0.009 0.008 -0.001
C 3.2477 -7.8499 2.1027 0.003 -0.005 0.000
C 2.2691 -8.1408 1.1615 -0.001 -0.001 0.003
C 1.5601 -7.1050 0.5703 -0.002 0.002 -0.007
C 1.8159 -5.7891 0.9253 0.003 -0.017 0.007
H -2.2213 0.2010 3.8537 -0.020 -0.026 0.021
H -5.2403 -0.5164 5.5246 0.001 0.000 -0.001
H -6.8970 -2.0783 4.5406 0.000 -0.001 0.000
H -6.4069 -3.2096 2.3846 0.000 0.000 -0.002
H -4.2510 -2.7554 1.2454 -0.001 0.000 0.001
H -2.3648 -1.2876 0.9692 0.014 -0.002 -0.002
H -1.7380 -3.3234 2.4682 -0.014 0.000 0.010
H 0.3785 -4.2731 2.6311 -0.012 0.001 0.000
H 4.1450 -3.8650 2.4147 -0.002 0.004 -0.002
H 4.2710 -6.3106 3.1885 0.000 -0.001 0.001
H 3.8142 -8.6507 2.5614 0.001 0.001 0.001
H 2.0697 -9.1673 0.8817 0.001 0.000 0.000
H 0.8121 -7.3194 -0.1826 0.001 0.000 0.001
H 1.2844 -4.9836 0.4344 -0.001 0.000 -0.002
O 1.3512 -0.6422 -0.7130 -0.016 0.023 0.082
C 2.3753 -0.2005 -1.5227 0.024 0.051 0.001
C 2.9078 1.1898 -1.0482 -0.009 -0.004 -0.032
C 1.9359 2.3219 -1.2238 0.029 -0.005 0.006
C 2.1833 3.3942 -2.0714 -0.019 -0.005 0.002
C 1.2280 4.3875 -2.2060 -0.007 -0.014 0.014
C 0.0392 4.2879 -1.5057 0.017 -0.021 -0.029
C -0.1462 3.2027 -0.6635 -0.042 0.014 -0.013
C -1.4195 2.9707 0.0942 -0.016 0.026 0.026
C -2.1829 1.7505 -0.4896 0.010 -0.015 0.002
O -1.3865 0.6106 -0.4075 -0.004 -0.043 -0.037
C -2.4532 2.0921 -1.9615 -0.001 0.009 0.009
C -1.6889 1.5121 -2.9626 0.018 0.008 0.003
C -1.8543 1.8981 -4.2878 -0.007 -0.007 0.010
C -2.7882 2.8672 -4.6224 0.012 -0.002 -0.014
C -3.5636 3.4455 -3.6242 -0.013 0.002 0.010
C -3.3966 3.0586 -2.3036 0.004 0.001 -0.009
C -3.5091 1.5067 0.2379 0.013 -0.005 0.013
C -4.4129 0.6189 -0.3445 0.008 0.002 0.010
C -5.6077 0.3061 0.2805 -0.010 -0.004 0.001
C -5.9211 0.8735 1.5095 0.001 -0.001 0.003
C -5.0256 1.7471 2.1013 -0.001 0.004 0.010
C -3.8277 2.0626 1.4687 -0.003 0.000 -0.008
N 0.7990 2.2699 -0.5269 -0.010 0.000 0.104
C 1.9090 -0.1679 -2.9917 -0.032 0.019 0.020
C 2.5070 0.6172 -3.9728 0.015 -0.005 0.017
C 2.0824 0.5597 -5.2938 0.006 0.000 0.000
C 1.0539 -0.2955 -5.6588 -0.009 0.005 -0.012
C 0.4488 -1.0821 -4.6875 0.003 0.000 0.005
C 0.8707 -1.0144 -3.3684 -0.023 0.008 0.002
C 3.5495 -1.2045 -1.4794 0.021 0.002 0.009
C 4.7714 -0.9585 -2.1028 -0.005 -0.007 0.013
C 5.7875 -1.9016 -2.0799 0.003 0.004 -0.006
C 5.5942 -3.1200 -1.4428 0.001 0.001 0.007
C 4.3786 -3.3778 -0.8281 0.000 -0.012 -0.008
C 3.3686 -2.4245 -0.8424 0.000 -0.011 -0.003
H 3.8371 1.4489 -1.5544 0.004 0.005 0.005
H 3.1459 1.0821 0.0158 -0.003 -0.005 0.004
H 3.1163 3.4424 -2.6161 0.005 0.000 0.000
H 1.4062 5.2306 -2.8615 0.002 -0.002 -0.001
H -0.7416 5.0295 -1.6066 -0.003 0.000 0.003
H -2.0433 3.8655 0.0618 0.012 0.005 0.011
H -1.1846 2.7641 1.1457 0.001 0.005 -0.003
H -0.9597 0.7632 -2.6850 0.007 -0.007 0.000
H -1.2412 1.4384 -5.0529 0.008 -0.007 -0.012
H -2.9163 3.1704 -5.6546 0.000 -0.002 0.000
H -4.3031 4.1962 -3.8766 0.001 -0.001 0.000
H -4.0124 3.5025 -1.5285 0.000 0.003 0.001
H -4.1640 0.1694 -1.2990 -0.001 -0.002 -0.001
H -6.2919 -0.3948 -0.1827 0.000 0.001 -0.002
H -6.8417 0.6096 2.0145 -0.001 0.003 0.000
H -5.2399 2.1682 3.0758 0.000 0.000 -0.001
H -3.1358 2.7245 1.9729 0.002 0.002 -0.003
H 3.3164 1.2888 -3.7170 0.005 0.007 0.005
H 2.5578 1.1874 -6.0381 0.000 0.000 0.001
H 0.7210 -0.3426 -6.6886 0.001 0.001 0.001
H -0.3653 -1.7446 -4.9566 0.002 -0.001 0.000
H 0.3908 -1.6008 -2.5962 -0.004 0.002 -0.004
H 4.9392 -0.0271 -2.6295 0.003 0.003 -0.002
H 6.7308 -1.6860 -2.5673 0.000 -0.002 -0.001
H 6.3835 -3.8616 -1.4294 0.002 0.001 0.000
H 4.2116 -4.3278 -0.3336 0.002 0.008 -0.003
H 2.4184 -2.6071 -0.3593 0.003 0.004 0.001
Se 1.6291 2.2686 2.8745 -0.224 0.073 0.001
C 1.8418 4.1259 2.4635 0.243 -0.093 -0.043
C 3.0813 4.7203 2.7289 0.032 0.013 -0.072
C 3.3098 6.0611 2.4643 -0.002 0.002 -0.004
C 2.3053 6.8541 1.9217 -0.009 -0.020 0.005
C 1.0690 6.2809 1.6643 0.010 0.019 0.006
C 0.8404 4.9383 1.9362 -0.148 -0.018 0.040
H 3.8737 4.1096 3.1433 -0.006 -0.006 -0.003
H 4.2823 6.4884 2.6804 -0.002 0.004 -0.001
H 2.4823 7.9015 1.7113 0.000 0.000 -0.002
H 0.2662 6.8823 1.2529 0.001 0.003 -0.004
H -0.1441 4.5277 1.7542 0.052 -0.008 0.036
```
Positions in Å, forces in eV/Å.

charge: -1
E_HOMO: -4.508 eV
energy relative to the best compared isomer or geometry (same formula, charge and spin): 3.4 kcal per mole


No. 2
A molecular structure, C55H46ClO5P3PbS3SbSi in a non-equilibrium geometry, computed with wB97M-V/def2-TZVPD.

Geometry as XYZ:
```
116
Properties=species:S:1:pos:R:3:forces:R:3
Pb -0.5571 -1.4229 1.3565 0.913 0.565 -0.121
C -3.8700 -2.2867 1.9444 0.666 -0.865 0.843
Si -3.0784 -1.1655 0.6687 -0.850 -0.347 0.367
C -3.7211 0.5359 1.1195 -0.042 1.436 1.158
C -4.9253 1.0235 0.5705 0.692 -1.555 -0.955
C -5.5706 2.1002 1.0876 -0.474 1.585 0.777
C -5.0672 2.8217 2.1694 0.336 -0.375 0.191
C -3.8058 2.4812 2.6477 -1.738 -0.665 -0.474
C -3.2084 1.3294 2.1911 1.688 -1.232 -0.817
P -1.5253 0.8914 2.9007 -1.012 0.606 0.326
C -1.8429 0.7349 4.7331 -0.217 -1.283 -0.952
C -2.6404 -0.3759 5.1283 0.509 -0.024 -0.462
C -2.8930 -0.6460 6.4651 -0.328 0.516 -0.614
C -2.3179 0.1651 7.4301 0.255 0.517 0.690
C -1.5132 1.2334 7.0474 0.911 -0.416 -0.709
C -1.2204 1.4974 5.6943 -1.356 -0.198 1.100
C -0.6031 2.4601 2.7203 0.112 -0.624 -0.421
C 0.5978 2.5239 3.4377 -0.306 -0.215 -0.642
C 1.4006 3.6304 3.3515 -0.274 0.340 -0.700
C 1.0698 4.6766 2.4856 -0.474 -0.461 0.420
C -0.0865 4.5945 1.7087 0.432 -0.017 0.084
C -0.8999 3.4514 1.7898 0.182 1.117 -0.007
C -3.7104 -1.6456 -0.9890 0.160 0.157 -0.148
C -4.6140 -2.6956 -1.1896 -0.154 -0.047 -1.308
C -5.1373 -2.8983 -2.4946 -0.031 1.307 1.583
C -4.9002 -1.9625 -3.4962 -0.458 -1.128 -0.669
C -3.9404 -0.9942 -3.2669 0.856 1.018 -0.536
C -3.2855 -0.8109 -2.0469 -1.869 -1.383 0.113
P -1.7723 0.0708 -1.6496 -0.922 0.389 -0.222
C -1.8207 1.6325 -2.5903 0.157 -0.287 0.488
C -2.6150 2.6423 -2.0452 0.816 -0.314 -1.094
C -2.6595 3.8769 -2.6612 0.867 -0.886 -0.116
C -1.8410 4.1207 -3.7342 1.082 -0.443 -1.640
C -0.9931 3.1167 -4.2839 -0.920 0.990 0.883
C -1.0055 1.8687 -3.6880 0.860 -1.383 -1.475
C -0.6914 -1.0455 -2.4954 1.068 1.378 0.754
C -1.0224 -2.2169 -3.0627 -0.803 -2.228 -1.060
C -0.0929 -3.2088 -3.3551 0.317 -0.759 -0.658
C 1.3436 -3.0399 -3.0806 -0.390 -1.670 -0.676
C 1.7935 -1.7542 -2.5983 0.431 1.917 0.764
C 0.7358 -0.6645 -2.2837 1.566 0.455 0.469
H -4.9470 -2.1731 1.8404 -0.251 -0.126 -0.347
H -3.5633 -3.3635 1.8762 -0.365 0.964 -0.123
H -3.7070 -1.9916 2.9931 0.201 -0.026 -0.507
H -5.3791 0.5172 -0.2883 0.209 0.068 0.266
H -6.4748 2.4724 0.6456 -0.466 -0.224 -0.186
H -5.6696 3.5541 2.7047 0.213 0.166 -0.485
H -3.3903 3.0028 3.4554 0.625 0.746 1.017
H -2.9734 -1.1247 4.3896 0.038 0.834 0.384
H -3.6111 -1.4193 6.7049 0.325 -0.217 0.187
H -2.4628 -0.0317 8.4994 -0.031 0.057 -0.497
H -0.9155 1.7971 7.7456 -0.364 0.128 0.489
H -0.6208 2.3448 5.4493 0.345 0.278 -0.091
H 0.9414 1.6396 3.9457 -0.001 -0.065 0.490
H 2.3037 3.6532 3.9108 0.680 0.123 0.345
H 1.7408 5.5135 2.4745 -0.006 0.454 -0.286
H -0.3494 5.4190 1.0305 0.137 -0.543 0.256
H -1.7387 3.4553 1.0980 -0.112 -0.478 0.398
H -4.9279 -3.3664 -0.3858 0.284 0.273 -0.221
H -5.8818 -3.6400 -2.6485 -0.335 -0.743 -0.113
H -5.4534 -2.1357 -4.4740 1.075 0.644 1.211
H -3.5655 -0.3869 -4.0745 -0.270 0.266 -0.411
H -3.1773 2.4209 -1.1831 -0.725 -0.093 0.997
H -3.2479 4.6479 -2.2817 -1.035 1.122 0.584
H -1.8717 5.0788 -4.2454 0.039 0.004 0.223
H -0.3567 3.3545 -5.1292 -0.115 -0.124 0.045
H -0.4150 1.0033 -4.1754 -0.984 1.555 1.000
H -2.0578 -2.5056 -3.3135 0.576 0.472 0.348
H -0.4231 -4.1084 -3.9306 0.351 0.807 0.809
H 1.9568 -3.9747 -2.8374 -1.004 1.552 -0.586
H 3.7506 -0.9260 -2.2701 -0.356 -0.068 0.246
H 0.9662 0.2584 -2.8668 -0.057 -0.669 -0.172
S 1.8292 -4.9970 4.7724 0.000 0.306 -0.457
Sb 1.5068 -3.7680 2.9307 0.641 -1.220 0.575
S 1.9642 -0.6373 1.5918 -1.525 -0.195 0.614
S -0.5026 -2.6802 3.4930 -0.343 0.368 0.415
O -0.4952 -5.3631 -0.9387 0.359 -1.389 -2.451
Cl -0.8083 -4.4079 0.0113 1.321 -0.305 1.503
O -0.6875 -5.0110 1.3027 0.449 0.322 0.875
O -2.1214 -3.9014 -0.1168 -1.074 1.059 -0.506
O 0.1939 -3.2964 -0.1307 -0.738 0.065 0.567
O 0.9567 -0.2412 -0.9351 -0.570 -0.848 0.468
P 2.6149 -0.3471 -0.3052 1.589 -0.397 -1.724
C 3.0494 -1.5593 -1.6779 -1.450 0.950 -1.747
C 2.0404 -1.9818 -4.0638 -0.447 -0.559 0.309
C 3.3371 -2.3964 -4.5790 0.211 0.271 -0.561
C 4.3204 -3.0419 -3.9280 -0.348 -0.547 0.627
C 4.3555 -3.4588 -2.4737 0.430 -0.177 -2.804
C 3.7639 -2.8269 -1.4961 0.096 0.562 1.826
C 2.8959 1.3677 -0.8628 -0.051 -0.270 -0.294
C 2.9866 2.3348 0.1092 0.118 1.292 0.908
C 3.4349 3.6311 -0.1730 0.081 -0.679 -0.118
C 3.7852 3.9385 -1.4807 0.629 1.825 -0.100
C 3.5295 3.0428 -2.4871 0.227 -1.397 -0.497
C 3.1261 1.7316 -2.1901 0.088 1.479 1.116
C 4.4946 -0.5607 0.2714 -0.256 0.207 -0.074
C 5.5286 0.1168 -0.4104 -0.934 -0.498 1.150
C 6.8367 -0.2111 -0.2039 1.557 -1.447 0.800
C 7.2154 -1.2344 0.7119 -0.588 -0.057 -0.576
C 6.2063 -1.8840 1.4058 -0.007 -0.415 -0.289
C 4.8773 -1.5673 1.1431 -0.291 0.079 0.438
H 1.3796 -1.4613 -4.7796 0.252 -0.410 0.556
H 3.4307 -2.2137 -5.6692 0.230 -0.281 0.762
H 5.0663 -3.4616 -4.5874 0.469 0.076 0.252
H 4.8982 -4.3658 -2.2748 0.225 -0.183 0.116
H 3.9072 -3.1696 -0.4938 -0.147 -0.473 0.413
H 2.7454 2.1218 1.1496 0.075 -0.210 -0.172
H 3.5763 4.3336 0.6423 -0.031 -0.032 -0.160
H 4.3135 4.8971 -1.7538 -0.893 -0.977 0.504
H 3.7768 3.2589 -3.5231 -0.054 0.173 0.164
H 3.0691 1.0461 -2.9771 -0.144 -1.042 -1.040
H 5.2519 0.9256 -1.0267 0.047 0.738 -0.900
H 7.6449 0.2083 -0.7787 -0.029 0.480 -0.177
H 8.2345 -1.6350 0.7755 -0.310 0.622 0.025
H 6.3750 -2.7471 2.0575 0.294 0.446 -0.133
H 4.1244 -2.1585 1.6531 -0.040 0.057 0.001
```
Positions in Å, forces in eV/Å.

charge: 0
E_HOMO (spin up / spin down): -6.994 / -7.739 eV
2S+1: 2
energy relative to the best compared isomer or geometry (same formula, charge and spin): 159.2 kcal per mole


Q: Among the records above, which one has the lowest energy relative to the best compared isomer or geometry (same formula, charge and spin)?
A: C55H46BiBrN3O4Se


Q: What is the energy relative to the best compared isomer or geometry (same formula, charge and spin) in the second record?
A: 159.2 kcal per mole


Q: The lowest energy relative to the best compared isomer or geometry (same formula, charge and spin) belongs to which entry?
A: C55H46BiBrN3O4Se


Q: Which of these has the lowest energy relative to the best compared isomer or geometry (same formula, charge and spin)?
A: C55H46BiBrN3O4Se